[1]
C5H7NO in the gas phase, computed with ωB97M-V/def2-TZVPD.

Geometry as XYZ:
```
14
Properties=species:S:1:pos:R:3:lowdin_charge:R:1
C 0.49049 -0.91214 1.60810 -0.05
C 0.18985 0.18242 0.63126 -0.23
C 0.24636 1.52802 0.84514 -0.10
O -0.09393 2.25579 -0.25997 -0.04
C -0.39213 1.37281 -1.26246 -0.11
C -0.22478 0.13249 -0.73623 -0.33
N -0.54873 -0.75936 -1.83582 0.08
H 0.79488 -0.49890 2.57471 0.08
H 1.30283 -1.55802 1.25355 0.07
H -0.38394 -1.55085 1.78195 0.07
H 0.51083 2.09811 1.72683 0.12
H -0.72455 0.36558 -2.38567 0.18
H -1.38241 -1.33610 -1.72968 0.13
H 0.21520 -1.31986 -2.21172 0.13
```

Properties
**Maximum force**: 0.0055 hartree/bohr
**ΔE to the lowest compared entry with this formula, charge and spin**: 406.4 kJ/mol
**Net charge**: 0
**Gap between HOMO and LUMO**: 8.490 eV
**2S+1**: 1

***

[2]
A molecular structure, C28H62CsF3N10O5PS3, computed with ωB97M-V/def2-TZVPD.

Geometry as XYZ:
```
113
Properties=species:S:1:pos:R:3:lowdin_charge:R:1
Cs 0.67160 1.38167 0.80341 1.06
C 1.20846 -3.31255 -3.66543 -0.07
N 0.71734 -2.68843 -2.45906 -0.15
C 0.42812 -1.27246 -2.55784 -0.07
C -0.06996 -3.39962 -1.57524 -0.39
N -0.99094 -2.77844 -0.96108 0.14
C -1.77561 -3.35612 0.09689 -0.21
C -3.10261 -2.59397 0.22586 -0.19
N -2.98770 -1.15116 0.26919 -0.16
C -4.13056 -0.50866 -0.36056 -0.20
C -4.09928 1.01403 -0.45851 -0.24
N -2.99892 1.51139 -1.25741 0.12
C -3.17254 2.59971 -1.91580 -0.39
N -4.17397 3.54741 -1.70576 -0.17
C -4.54114 3.98550 -0.37914 -0.07
C -4.95227 4.08251 -2.79360 -0.08
N -2.34228 2.89306 -2.98222 -0.16
C -1.42054 1.86436 -3.39993 -0.07
C -1.87057 4.24596 -3.22637 -0.07
C -2.69810 -0.59446 1.57265 -0.18
C -1.41441 -1.11837 2.20737 -0.26
N -0.89018 -0.10840 3.10178 0.04
C -0.38645 -0.42975 4.22940 -0.39
N -0.09662 0.56990 5.16079 -0.17
C 1.28437 0.60749 5.62723 -0.05
C -0.60880 1.89243 4.84603 -0.07
N -0.11840 -1.72449 4.66317 -0.17
C -0.23425 -2.10100 6.05068 -0.08
C 0.62003 -2.65124 3.83114 -0.08
N 0.33966 -4.76494 -1.41963 -0.20
C -0.57571 -5.77162 -1.91060 -0.09
C 0.94334 -5.05941 -0.13332 -0.07
H 2.09567 -2.78155 -4.01258 0.07
H 0.46193 -3.28659 -4.47362 0.09
H 1.47529 -4.34637 -3.46186 0.08
H 1.24277 -0.78422 -3.09526 0.08
H 0.35207 -0.87160 -1.54926 0.06
H -0.52119 -1.08407 -3.06864 0.08
H -1.22114 -3.31126 1.03840 0.09
H -2.02355 -4.41306 -0.06125 0.10
H -3.65107 -2.98540 1.10426 0.12
H -3.70062 -2.84547 -0.65374 0.11
H -5.06572 -0.76381 0.18085 0.12
H -4.22025 -0.91332 -1.37228 0.12
H -4.09556 1.43476 0.55125 0.10
H -5.06403 1.30108 -0.90012 0.11
H -3.77279 3.69539 0.33102 0.07
H -5.51007 3.58568 -0.05276 0.08
H -4.59316 5.07803 -0.36774 0.09
H -4.52162 3.78013 -3.74494 0.08
H -4.97329 5.17776 -2.75475 0.08
H -5.99088 3.72632 -2.75664 0.08
H -1.07929 2.08410 -4.41453 0.09
H -1.92265 0.90101 -3.37612 0.07
H -0.54457 1.80746 -2.74189 0.08
H -2.45714 4.96194 -2.66059 0.08
H -1.93931 4.47772 -4.29433 0.08
H -0.83144 4.35430 -2.90510 0.08
H -3.54028 -0.73430 2.28306 0.13
H -2.56141 0.47883 1.45299 0.09
H -0.69762 -1.30516 1.39820 0.07
H -1.58321 -2.07128 2.72230 0.10
H 1.66907 -0.39859 5.77279 0.07
H 1.33769 1.14233 6.57701 0.09
H 1.93709 1.11374 4.90441 0.10
H -1.65629 1.82766 4.56432 0.09
H -0.07339 2.36544 4.01480 0.07
H -0.50341 2.52098 5.73193 0.08
H -0.78887 -1.34263 6.59701 0.09
H 0.74490 -2.23217 6.53138 0.08
H -0.76751 -3.05433 6.12831 0.08
H 0.83130 -2.21096 2.86149 0.01
H 0.06995 -3.58883 3.69107 0.09
H 1.58675 -2.88630 4.29266 0.09
H -1.00996 -5.44454 -2.85602 0.09
H -1.39946 -6.00610 -1.22159 0.07
H -0.02629 -6.69961 -2.09444 0.08
H 1.58834 -4.23004 0.16071 0.07
H 1.55793 -5.95946 -0.22107 0.08
H 0.20632 -5.22875 0.66488 0.08
F -0.34744 5.93365 2.45047 0.12
C 0.38489 5.27323 1.54587 -0.66
F 1.18812 6.15561 0.94284 0.13
F 1.16543 4.40283 2.21526 0.08
S -0.68301 4.37705 0.34086 0.38
O -1.57555 5.39214 -0.15400 -0.29
O 0.28287 3.85784 -0.61408 -0.46
O -1.28178 3.34998 1.17519 -0.48
C 4.23684 -1.85127 -2.35547 -0.06
C 5.04397 -2.00308 -1.08169 -0.50
C 6.45710 -2.48869 -1.33794 -0.05
O 5.16785 -0.74277 -0.40956 -0.34
P 4.00443 -0.08078 0.50630 -0.25
S 4.87657 0.97150 1.90283 0.19
S 2.63559 -1.43166 0.98706 0.20
O 3.23425 0.89263 -0.56157 -0.51
C 3.92194 1.89106 -1.34673 -0.47
C 3.23837 1.89683 -2.70201 -0.03
C 3.86053 3.25551 -0.68026 -0.05
H 4.17130 -2.81202 -2.87132 0.08
H 4.71342 -1.12681 -3.02148 0.09
H 3.22593 -1.52003 -2.11755 0.05
H 4.52482 -2.69287 -0.41190 0.09
H 6.98560 -1.79127 -1.99117 0.08
H 6.43716 -3.46879 -1.81853 0.08
H 7.00669 -2.56630 -0.40043 0.08
H 4.96314 1.57434 -1.45677 0.13
H 2.19210 2.19050 -2.58736 0.08
H 3.27850 0.90777 -3.15935 0.06
H 3.72240 2.61420 -3.36772 0.08
H 2.83039 3.61472 -0.61032 0.06
H 4.42381 3.96579 -1.29052 0.08
H 4.30268 3.21393 0.31297 0.03
```

Properties
**Maximum force**: 0.0139 hartree/bohr
**ΔE to the lowest compared entry with this formula, charge and spin**: 0.0 kJ/mol
**Net charge**: -1
**Gap between HOMO and LUMO**: 6.975 eV
**2S+1**: 1

***

[3]
C4H5NO in the gas phase, computed with ωB97M-V/def2-TZVPD.

Geometry as XYZ:
```
11
Properties=species:S:1:pos:R:3:lowdin_charge:R:1
H 1.05757 1.51038 2.49830 0.05
N 0.74363 1.13499 1.60995 0.11
C 0.46380 -0.09477 1.72470 -0.32
O 0.06486 -0.83573 0.68953 -0.05
C 0.05963 -0.10324 -0.51948 -0.26
C -0.35431 -0.92824 -1.65119 -0.07
C -1.08997 -0.72302 -2.58035 0.12
H 0.51534 -0.72004 2.61564 0.13
H 1.02841 0.35992 -0.70748 0.12
H -0.67596 0.70697 -0.45068 0.13
H -1.81302 -0.30720 -3.22894 0.04
```

Properties
**Maximum force**: 0.0262 hartree/bohr
**ΔE to the lowest compared entry with this formula, charge and spin**: 325.3 kJ/mol
**Net charge**: 0
**Gap between HOMO and LUMO**: 10.774 eV
**2S+1**: 1
**SMILES**: [H]/N=C/OCC#C

***

[4]
3 unconnected molecules or ions with the total composition C30H41ClN7O10PS, computed with ωB97M-V/def2-TZVPD.

Geometry as XYZ:
```
91
Properties=species:S:1:pos:R:3:lowdin_charge:R:1
C 0.04080 -4.21969 0.45870 -0.11
C 1.26402 -3.68088 -0.28313 -0.25
C 0.88533 -2.85819 -1.52273 -0.18
C 0.70022 -1.35914 -1.21402 -0.11
C -0.60896 -0.77890 -1.74885 -0.20
N -1.73684 -1.42451 -0.96712 0.12
C -3.01186 -0.80745 -1.44070 -0.20
P -4.36203 -2.02774 -1.15427 0.51
N -4.73437 -2.72934 -2.47447 -0.13
O -5.51969 -1.16217 -0.48244 -0.14
O -3.72224 -2.99298 -0.01986 -0.17
C -3.10251 0.65637 -0.98405 -0.38
C -4.40495 1.24466 -1.60937 -0.06
C -5.51702 1.79360 -0.73243 -0.77
O -6.65254 1.47266 -0.84377 0.07
Cl -5.10488 3.07733 0.42533 0.72
N -3.04203 0.79956 0.49999 0.15
C -3.46872 0.12588 1.39931 -0.80
S -4.03195 -0.74389 2.57202 0.77
N -1.96994 1.33792 -1.58078 -0.04
C -1.91191 2.78913 -1.33157 -0.15
C -0.84415 3.36577 -0.38421 -0.15
C -1.18965 3.39001 1.11993 -0.17
C -0.63891 2.22696 1.95487 -0.22
N 0.31210 2.68556 3.00531 0.02
C 1.25184 1.63707 3.32634 -0.50
C 0.69713 0.32705 3.84726 -0.01
O 2.43057 1.79312 3.15731 0.11
C -0.66490 0.70873 -1.49185 -0.20
C 0.30950 1.30794 -2.59806 -0.68
O -0.18255 1.35652 -3.73305 0.00
O 1.44968 1.58317 -2.19057 -0.01
H 0.32810 -4.87083 1.28356 0.07
H -0.59589 -4.80122 -0.21315 0.07
H -0.56031 -3.40946 0.88643 0.06
H 1.84973 -3.07491 0.41136 0.11
H 1.89096 -4.52445 -0.57542 0.11
H 1.66944 -2.96566 -2.27101 0.12
H -0.02740 -3.29313 -1.94850 0.10
H 0.67688 -1.22769 -0.12321 0.12
H 1.52602 -0.74744 -1.57180 0.13
H -0.73144 -1.04316 -2.79993 0.17
H -1.58865 -1.24330 0.02820 0.16
H -1.73885 -2.42978 -1.15386 0.14
H -2.92552 -0.76226 -2.52595 0.15
H -4.59790 -3.73381 -2.43739 0.00
H -6.16409 -1.70889 -0.01151 0.11
H -4.35694 -3.22326 0.67076 0.08
H -4.90639 0.50140 -2.22799 0.12
H -4.11397 2.04586 -2.28872 0.14
H -1.76121 3.26268 -2.30649 0.13
H -2.87463 3.15195 -0.97643 0.07
H 0.14293 2.92812 -0.53552 0.10
H -0.74090 4.40788 -0.69410 0.12
H -0.76114 4.29947 1.54344 0.11
H -2.27050 3.46875 1.25664 0.07
H -1.46781 1.68323 2.42210 0.09
H -0.10662 1.50685 1.33274 0.10
H -0.23104 2.87032 3.84457 0.12
H 1.49728 -0.26689 4.26139 0.05
H 0.28097 -0.22261 2.99714 0.08
H -0.11549 0.48947 4.55515 0.09
H -0.16435 0.88446 -0.53317 0.12
O 1.64406 -1.85234 5.80358 0.05
N 1.88262 -2.36960 6.87980 -0.34
O 1.11293 -3.08676 7.48340 0.09
C 3.19626 -2.09603 7.48647 -0.15
C 4.07089 -1.24890 6.82991 0.00
C 5.29885 -0.98442 7.41434 -0.06
C 5.63142 -1.56575 8.63085 -0.07
C 4.73889 -2.41751 9.26880 -0.06
C 3.50678 -2.68861 8.69665 0.00
H 3.80036 -0.80249 5.88435 0.12
H 5.99468 -0.32167 6.91880 0.11
H 6.59033 -1.35298 9.08461 0.11
H 5.00115 -2.87031 10.21507 0.11
H 2.80082 -3.34672 9.18056 0.12
O 3.97949 1.57629 -9.99553 0.06
N 3.96975 1.17143 -8.84853 -0.36
O 4.68244 0.27851 -8.43197 0.07
C 3.03293 1.80116 -7.90408 -0.16
C 2.18956 2.79470 -8.36572 -0.02
C 1.29813 3.37030 -7.47349 -0.07
C 1.26352 2.95139 -6.14959 -0.06
C 2.12430 1.95824 -5.70326 -0.05
C 3.01845 1.37447 -6.58673 0.00
H 2.22739 3.10816 -9.39810 0.11
H 0.62558 4.14534 -7.81674 0.10
H 0.56093 3.38766 -5.45294 0.10
H 2.08464 1.64282 -4.67012 0.09
H 3.69298 0.59779 -6.25880 0.12
```

Properties
**Maximum force**: 0.0284 hartree/bohr
**Net charge**: 0
**Gap between HOMO and LUMO**: 7.517 eV
**2S+1**: 1
**SMILES**: CCCC[C@H]1[NH2+][C@@H](P(=N)(O)O)[C@@](CC(=O)Cl)(N=C=S)N(CCCCNC(C)=O)[C@@H]1C(=O)[O-].O=[N+]([O-])c1ccccc1.O=[N+]([O-])c1ccccc1

***

[5]
A molecular structure, H16O8, computed with ωB97M-V/def2-TZVPD.

Geometry as XYZ:
```
24
Properties=species:S:1:pos:R:3:lowdin_charge:R:1
H -2.41002 0.45205 0.05186 -0.02
H -1.48816 1.56288 0.17263 0.02
H -0.88753 -0.91174 -0.60923 0.05
H -2.48199 -0.74537 -1.44272 0.22
H -1.03846 0.52655 2.09723 0.04
H -0.93941 -0.55331 3.54599 0.24
H -0.61284 -1.57811 1.45629 0.04
H 0.45239 -2.66734 0.76282 0.14
H -0.30615 0.08298 -2.75201 0.17
H 1.11720 -0.73777 -1.77559 0.15
H 1.17272 0.93517 1.68978 0.04
H 0.92921 1.36220 0.01272 0.01
H 0.65690 1.13755 -1.52443 0.02
H 0.68597 2.68942 -1.08962 0.15
H 2.09860 -0.44200 0.11673 -0.06
H 2.41902 -2.41720 0.10509 0.31
O -2.18678 1.11737 0.68200 -0.05
O -1.35759 -0.43825 -1.38392 -0.21
O -0.33901 -0.04104 2.60042 -0.23
O -0.66915 -2.37429 0.76007 -0.22
O 0.79588 0.12336 -2.49318 -0.21
O 1.80787 1.18281 0.87941 -0.30
O 0.18339 1.83874 -0.84887 -0.08
O 1.84446 -1.24569 -0.29811 -0.21
```

Properties
**Maximum force**: 0.1519 hartree/bohr
**ΔE to the lowest compared entry with this formula, charge and spin**: 818.7 kJ/mol
**Net charge**: 0
**Gap between HOMO and LUMO**: 8.992 eV
**2S+1**: 1

***

- Look up the maximum force of the second one.
  0.0139 hartree/bohr

***

- What is the net charge in the first record?
  0